one) C29H26N7O4Tc as an isolated structure. Source: OMol25; level of theory: wB97M-V/def2-TZVPD.

HOMO-LUMO gap (alpha / beta)   6.0 / 4.4 eV
Expectation value of S²   3.7867
2S+1   4
Net charge   +3
LUMO energy (alpha / beta)   -9.7612 / -11.3361 eV
HOMO (alpha / beta)   -15.7 / -15.7 eV

Cartesian coordinates (Å):
Tc 0.004 -0.748 -0.075
O -2.870 3.883 0.775
C -3.389 3.301 -0.301
C -4.470 3.954 -0.898
C -5.067 3.424 -2.013
C -4.620 2.214 -2.588
C -3.568 1.559 -2.022
C -2.918 2.083 -0.859
C -1.829 1.375 -0.304
O -1.433 0.217 -0.885
N -1.149 1.783 0.764
N -0.162 0.925 1.059
C 0.701 1.120 2.003
C 1.728 0.100 2.149
C 2.756 0.184 3.067
C 3.698 -0.839 3.114
C 3.583 -1.912 2.244
C 2.531 -1.935 1.343
N 1.622 -0.956 1.292
H -2.121 3.375 1.122
H -4.813 4.881 -0.460
H -5.902 3.949 -2.459
H -5.109 1.820 -3.467
H -3.205 0.633 -2.445
H 0.659 2.010 2.622
H 2.820 1.037 3.731
H 4.513 -0.793 3.825
H 4.294 -2.725 2.255
H 2.407 -2.755 0.647
O 6.151 4.209 -0.083
C 4.930 3.967 0.392
O 4.471 4.563 1.321
C 4.076 2.931 -0.304
C 2.720 3.222 -0.449
C 1.843 2.250 -0.890
C 2.337 0.979 -1.163
C 3.689 0.683 -1.063
C 4.565 1.678 -0.644
N 1.412 -0.082 -1.473
C 1.521 -0.770 -2.549
C 0.651 -1.929 -2.722
C 0.594 -2.663 -3.885
C -0.296 -3.736 -3.956
C -1.085 -4.023 -2.859
C -0.971 -3.242 -1.714
N -0.117 -2.221 -1.636
H 6.309 3.814 -0.950
H 2.365 4.211 -0.192
H 0.793 2.478 -1.022
H 4.054 -0.315 -1.271
H 5.618 1.448 -0.534
H 2.249 -0.500 -3.310
H 1.225 -2.403 -4.725
H -0.365 -4.330 -4.858
H -1.788 -4.843 -2.873
H -1.576 -3.438 -0.841
C -4.226 -2.283 2.853
N -2.870 -2.854 2.655
C -2.562 -4.150 3.302
C -2.025 -2.266 1.900
N -1.261 -1.719 1.205
H -4.960 -2.968 2.433
H -4.293 -1.317 2.361
H -4.391 -2.166 3.922
H -3.202 -4.918 2.871
H -2.761 -4.058 4.367
H -1.517 -4.402 3.147

***

two) C29H26N7O4Tc as an isolated structure. Source: OMol25; level of theory: wB97M-V/def2-TZVPD.

HOMO-LUMO gap (alpha / beta)   6.6 / 4.4 eV
Expectation value of S²   3.7932
2S+1   4
Net charge   +3
LUMO energy (alpha / beta)   -9.3606 / -11.5090 eV
HOMO (alpha / beta)   -15.9 / -16.0 eV

Cartesian coordinates (Å):
Tc -0.118 0.636 -0.450
O -5.305 -1.312 -0.566
C -5.305 -0.635 0.526
C -6.537 -0.573 1.246
C -6.604 0.095 2.435
C -5.454 0.729 2.936
C -4.233 0.685 2.232
C -4.131 0.031 1.030
C -2.858 -0.043 0.307
O -1.798 0.567 0.708
N -2.785 -0.803 -0.771
N -1.534 -0.830 -1.206
C -1.076 -1.741 -2.005
C 0.345 -1.859 -1.954
C 1.081 -2.763 -2.803
C 2.374 -3.023 -2.579
C 4.213 -1.484 -1.473
C 3.347 -0.453 -0.713
N 0.904 -1.098 -1.022
H -4.389 -1.335 -0.968
H -7.395 -1.078 0.820
H -7.535 0.132 2.983
H -5.508 1.259 3.879
H -3.356 1.153 2.658
H -1.729 -2.451 -2.499
H 0.553 -3.200 -3.641
H 2.962 -3.639 -3.245
H 5.069 -1.821 -0.887
H 3.782 -0.095 0.223
O 6.775 -1.679 -3.934
C 5.559 -2.042 -3.575
O 5.114 -3.133 -3.801
C 4.697 -1.051 -2.824
C 3.037 -2.521 -1.354
C 2.217 -1.491 -0.522
C 2.878 0.713 -1.515
C 3.350 0.989 -2.733
C 4.310 0.102 -3.381
N 1.875 1.443 -0.839
C 2.102 2.658 -0.503
C 1.107 3.339 0.280
C 1.321 4.595 0.826
C 0.356 5.140 1.657
C -0.800 4.411 1.882
C -0.950 3.169 1.285
N -0.017 2.618 0.506
H 7.047 -0.798 -3.657
H 3.340 -3.391 -0.768
H 2.101 -1.798 0.519
H 3.003 1.858 -3.280
H 4.678 0.392 -4.357
H 3.039 3.144 -0.760
H 2.241 5.122 0.611
H 0.500 6.109 2.116
H -1.585 4.797 2.517
H -1.848 2.597 1.443
C -2.512 1.216 -5.025
N -1.668 2.172 -4.284
C -1.592 3.578 -4.724
C -1.105 1.802 -3.189
N -0.540 1.458 -2.229
H -2.823 1.683 -5.954
H -3.405 0.953 -4.458
H -1.954 0.312 -5.262
H -1.707 3.611 -5.803
H -0.627 4.007 -4.463
H -2.384 4.171 -4.268

***

Stability verdict: one), ahead by 0.1235 hartree

***

one) A 2-piece molecular cluster, C5H10 overall. Source: OMol25; level of theory: wB97M-V/def2-TZVPD.

HOMO-LUMO gap   4.5 eV
2S+1   1
LUMO energy   -1.9900 eV
HOMO   -6.5 eV

Cartesian coordinates (Å):
C 0.557 -0.326 1.605
C -0.411 0.312 0.624
C -0.253 -0.052 -0.849
C 1.115 -0.146 -1.182
C -1.300 -0.414 -1.630
H 0.108 -0.389 2.578
H 0.935 -1.199 1.079
H 1.538 0.177 1.767
H -1.417 -0.105 0.936
H -0.459 1.549 0.740
H 1.369 -0.235 -2.246
H 1.970 -0.246 -0.543
H -0.304 2.478 0.915
H -1.119 -1.038 -2.503
H -2.329 -0.365 -1.291

***

two) A 2-piece molecular cluster, C5H10 overall. Source: OMol25; level of theory: wB97M-V/def2-TZVPD.

HOMO-LUMO gap   10.8 eV
Structure (SMILES)   C=CC.C=C
2S+1   1
LUMO energy   1.2444 eV
HOMO   -9.6 eV

Cartesian coordinates (Å):
C 1.281 0.280 -2.016
C 0.048 0.807 -2.208
H 1.415 -0.290 -1.081
H 2.101 0.282 -2.715
H -0.769 0.795 -1.505
H -0.210 1.291 -3.172
C -0.038 -1.343 1.546
C 0.013 0.171 1.426
C -1.143 0.633 1.055
H 1.033 -1.707 1.678
H -0.360 -1.597 2.469
H -0.741 -1.830 0.912
H 0.789 0.660 1.918
H -1.368 1.706 0.819
H -2.050 0.141 0.873

***

three) One molecule with the formula C5H10. Source: OMol25; level of theory: wB97M-V/def2-TZVPD.

HOMO-LUMO gap   10.8 eV
Structure (SMILES)   C=CCCC
2S+1   1
LUMO energy   1.2572 eV
HOMO   -9.6 eV

Cartesian coordinates (Å):
C -1.421 -0.145 1.219
C 0.032 0.396 1.194
C 0.936 -0.259 0.217
C 0.912 0.349 -1.177
C 0.290 -0.216 -2.231
H -1.951 0.435 2.026
H -1.856 0.004 0.207
H -1.638 -1.257 1.453
H 0.058 1.505 0.895
H 0.520 0.308 2.189
H 2.018 -0.141 0.527
H 0.710 -1.336 0.053
H 1.434 1.437 -1.272
H 0.359 0.159 -3.270
H -0.403 -1.239 -2.030

***

four) One molecule with the formula C5H10. Source: OMol25; level of theory: wB97M-V/def2-TZVPD.

HOMO-LUMO gap   10.3 eV
Structure (SMILES)   C=CCCC
2S+1   1
LUMO energy   1.1987 eV
HOMO   -9.1 eV

Cartesian coordinates (Å):
C 1.956 0.867 0.881
C 0.954 -0.347 0.610
C -0.276 0.231 -0.239
C -1.649 -0.494 -0.188
C -2.274 -0.909 -1.437
H 2.740 0.388 1.533
H 1.593 1.780 1.210
H 2.532 1.086 -0.068
H 0.557 -0.636 1.492
H 1.380 -1.213 0.139
H -0.465 1.193 0.229
H -0.026 0.672 -1.206
H -2.223 -0.362 0.723
H -1.573 -0.871 -2.289
H -3.227 -1.385 -1.389

***

Stability verdict: three), ahead by 0.0141 hartree

***

one) C5H10 as an isolated structure. Source: OMol25; level of theory: wB97M-V/def2-TZVPD.

HOMO-LUMO gap   8.9 eV
2S+1   1
LUMO energy   1.0986 eV
HOMO   -7.8 eV

Cartesian coordinates (Å):
C 0.189 1.481 0.670
C 0.605 0.017 0.723
C -0.501 -1.013 0.908
C 0.724 -0.851 -0.485
C -0.044 -0.355 -1.696
H -0.708 1.644 0.066
H 0.995 2.091 0.246
H -0.016 1.859 1.678
H 1.420 -0.127 1.438
H -0.399 -1.646 1.790
H -1.510 -0.646 0.720
H -0.184 -1.812 0.078
H -0.288 -1.176 -2.377
H -0.953 0.246 -1.532
H 0.671 0.289 -2.228

***

two) C5H10 as an isolated structure. Source: OMol25; level of theory: wB97M-V/def2-TZVPD.

HOMO-LUMO gap   9.1 eV
2S+1   1
LUMO energy   0.8925 eV
HOMO   -8.2 eV

Cartesian coordinates (Å):
C 1.875 0.760 0.765
C 0.681 0.783 -0.039
C -0.280 -0.410 0.219
C -1.654 0.156 0.551
C -0.231 -0.788 -1.318
H 2.408 1.679 0.522
H 1.874 0.142 -0.272
H 1.800 0.658 1.853
H 0.025 -1.267 0.822
H -2.457 -0.574 0.538
H -1.560 0.707 1.495
H -1.822 1.017 -0.105
H 0.721 -1.261 -1.575
H -0.424 0.009 -2.020
H -0.955 -1.613 -1.437

***

three) One molecule with the formula C5H10. Source: OMol25; level of theory: wB97M-V/def2-TZVPD.

HOMO-LUMO gap   9.2 eV
Structure (SMILES)   CC1CCC1
2S+1   1
LUMO energy   0.9980 eV
HOMO   -8.2 eV

Cartesian coordinates (Å):
C -1.841 -0.222 0.609
C -0.409 -0.016 0.124
C 0.297 1.109 -0.654
C 1.548 0.191 -0.756
C 0.832 -0.925 0.058
H -1.955 0.192 1.854
H -2.546 0.425 0.109
H -2.091 -1.267 0.716
H -0.625 0.304 1.193
H -0.095 1.465 -1.616
H 0.455 1.981 -0.011
H 2.461 0.591 -0.300
H 1.787 -0.106 -1.783
H 1.259 -1.068 1.057
H 0.792 -1.904 -0.435

***

Stability verdict: one), ahead by 0.0085 hartree

***

one) A 2-piece molecular cluster, C5H10 overall. Source: OMol25; level of theory: wB97M-V/def2-TZVPD.

HOMO-LUMO gap   10.7 eV
Structure (SMILES)   C=CC.C=C
2S+1   1
LUMO energy   1.1046 eV
HOMO   -9.6 eV

Cartesian coordinates (Å):
C 2.957 2.549 -3.527
C 1.681 2.594 -3.165
H 3.262 2.044 -4.424
H 3.705 3.139 -3.006
H 0.893 2.117 -3.743
H 1.351 2.981 -2.206
C -0.637 -1.656 2.792
C -1.519 -1.868 1.538
C -2.824 -1.895 1.851
H 0.165 -0.943 2.552
H -1.236 -1.377 3.695
H -0.055 -2.535 3.079
H -1.000 -1.643 0.633
H -3.530 -1.726 1.066
H -3.212 -1.781 2.865

***

two) One molecule with the formula C5H10. Source: OMol25; level of theory: wB97M-V/def2-TZVPD.

HOMO-LUMO gap   11.7 eV
Structure (SMILES)   CC1CCC1
2S+1   1
LUMO energy   1.2878 eV
HOMO   -10.4 eV

Cartesian coordinates (Å):
C -1.822 -0.070 0.063
C -0.433 -0.019 -0.386
C 0.446 1.093 0.100
C 1.695 0.039 -0.008
C 0.595 -1.085 0.039
H -1.871 -0.132 1.198
H -2.258 0.971 -0.163
H -2.483 -0.861 -0.283
H -0.398 0.046 -1.495
H 0.477 2.014 -0.568
H 0.284 1.290 1.166
H 2.415 -0.067 0.767
H 2.229 0.159 -0.936
H 0.418 -1.432 1.081
H 0.705 -1.945 -0.576

***

three) One molecule with the formula C5H10. Source: OMol25; level of theory: wB97M-V/def2-TZVPD.

HOMO-LUMO gap   9.7 eV
Structure (SMILES)   C/C=C/CC
2S+1   1
LUMO energy   1.1660 eV
HOMO   -8.6 eV

Cartesian coordinates (Å):
C -2.067 -0.758 -0.144
C -1.367 0.698 0.154
C 0.118 0.750 -0.111
C 1.004 -0.293 0.262
C 2.402 -0.190 -0.106
H -2.086 -0.934 -1.234
H -3.081 -0.600 0.079
H -1.665 -1.693 0.443
H -1.633 1.010 1.275
H -1.571 1.360 -0.503
H 0.300 1.619 -0.523
H 0.591 -1.215 0.494
H 2.832 -0.989 -0.717
H 2.822 0.562 -0.602
H 2.954 -0.363 0.946

***

four) One molecule with the formula C5H10. Source: OMol25; level of theory: wB97M-V/def2-TZVPD.

HOMO-LUMO gap   8.7 eV
2S+1   1
LUMO energy   0.4060 eV
HOMO   -8.3 eV

Cartesian coordinates (Å):
C 1.746 0.061 0.208
C 0.248 0.237 0.422
C -0.570 -1.054 0.524
C -1.948 0.511 -0.384
C -0.523 0.935 -0.716
H 2.248 1.032 0.136
H 2.202 -0.486 1.043
H 1.957 -0.496 -0.713
H 0.075 0.806 1.344
H -0.447 -1.693 -0.357
H -0.457 -1.644 1.438
H -1.649 -0.659 0.604
H -2.318 -0.163 -1.184
H -0.435 2.028 -0.682
H -0.130 0.585 -1.683

***

Stability verdict: two), ahead by 0.0441 hartree

***

one) C10H30BN2O3Ti as an isolated structure. Source: OMol25; level of theory: wB97M-V/def2-TZVPD.

HOMO-LUMO gap (alpha / beta)   4.0 / 9.3 eV
Expectation value of S²   3.7528
2S+1   4
LUMO energy (alpha / beta)   0.3960 / 0.3237 eV
HOMO (alpha / beta)   -3.6 / -9.0 eV

Cartesian coordinates (Å):
Ti 0.906 -0.267 -0.044
B 2.324 1.214 -1.427
H 1.414 1.693 -0.926
H 3.075 0.779 -0.636
H 2.016 0.303 -2.056
H 2.933 1.977 -2.055
C 1.210 -3.490 0.818
O 0.782 -2.624 -0.189
C -0.564 -2.833 -0.571
C -0.979 -1.873 -1.676
N -1.158 -0.531 -1.160
C -1.175 0.534 -2.183
C -2.360 0.482 -3.185
O -3.468 1.166 -2.665
C -3.698 2.420 -3.301
H 1.049 -4.544 0.561
H 0.645 -3.345 1.749
H 2.270 -3.385 1.030
H -1.238 -2.725 0.291
H -0.674 -3.873 -0.913
H -1.887 -2.301 -2.128
H -0.246 -1.951 -2.484
H -2.031 -0.473 -0.650
H -0.210 0.610 -2.688
H -1.188 1.459 -1.599
H -2.607 -0.567 -3.357
H -1.925 0.868 -4.111
H -3.904 2.213 -4.358
H -2.806 3.050 -3.193
H -4.540 2.936 -2.847
C 1.053 -0.802 4.262
C 0.954 -0.240 2.853
C 0.817 1.288 2.793
O 0.726 1.695 1.429
C 0.600 3.069 1.300
N 2.124 -0.685 2.020
H 1.865 -0.311 4.812
H 1.271 -1.872 4.303
H 0.165 -0.707 4.892
H 0.026 -0.621 2.410
H 1.602 1.832 3.323
H -0.176 1.477 3.221
H -0.373 3.528 1.540
H 0.695 3.402 0.261
H 1.377 3.631 1.834
H 2.880 -0.044 2.264
H 2.429 -1.560 2.436

***

two) C10H30BN2O3Ti as an isolated structure. Source: OMol25; level of theory: wB97M-V/def2-TZVPD.

HOMO-LUMO gap (alpha / beta)   3.9 / 9.7 eV
Expectation value of S²   3.7527
2S+1   4
LUMO energy (alpha / beta)   0.3853 / 0.3472 eV
HOMO (alpha / beta)   -3.5 / -9.3 eV

Cartesian coordinates (Å):
Ti -0.739 -0.127 0.730
B -1.937 -2.065 1.051
H -1.233 -2.064 1.869
H -2.504 -1.147 1.046
H -1.480 -2.249 0.091
H -2.633 -2.863 1.258
C 0.755 2.946 1.925
O -0.171 2.158 1.247
C -1.048 2.978 0.440
C -2.044 2.131 -0.342
N -1.338 1.208 -1.184
C -2.292 0.395 -1.987
C -1.594 -0.595 -2.927
O -0.862 0.105 -3.980
C -0.448 -0.749 -5.072
H 1.460 2.268 2.408
H 0.255 3.588 2.650
H 1.330 3.583 1.253
H -0.483 3.586 -0.267
H -1.575 3.685 1.080
H -2.806 2.683 -0.892
H -2.559 1.560 0.430
H -0.653 1.625 -1.798
H -2.864 1.107 -2.583
H -2.934 -0.184 -1.323
H -2.391 -1.292 -3.185
H -0.858 -1.206 -2.404
H 0.033 -1.686 -4.790
H 0.218 -0.146 -5.689
H -1.345 -1.035 -5.620
C 2.823 -2.139 3.067
C 2.108 -1.108 2.182
C 1.861 -1.637 0.693
O 1.213 -0.644 -0.164
C 2.064 0.452 -0.395
N 0.815 -0.784 2.778
H 2.815 -1.762 4.090
H 3.884 -2.294 2.871
H 2.341 -3.116 3.089
H 2.781 -0.251 2.196
H 1.350 -2.600 0.693
H 2.838 -1.914 0.296
H 2.084 1.040 0.523
H 1.558 0.994 -1.195
H 3.024 -0.005 -0.635
H 0.353 -1.677 2.689
H 0.826 -0.754 3.788

***

Stability verdict: one), ahead by 0.0366 hartree

***

one) An isolated ion of composition C2H8N3 and charge +1. Source: OMol25; level of theory: wB97M-V/def2-TZVPD.

HOMO-LUMO gap   10.5 eV
Structure (SMILES)   [H]/N=C(\[NH3+])NC
2S+1   1
Net charge   +1
LUMO energy   -3.7576 eV
HOMO   -14.3 eV

Cartesian coordinates (Å):
C 0.685 0.557 0.060
C -2.175 0.507 -0.013
N 1.074 1.705 0.016
N -0.608 0.055 -0.037
N 1.797 -0.740 -0.012
H -2.504 0.090 0.865
H -2.366 0.354 -1.071
H -2.067 1.638 0.216
H 1.918 2.137 -0.197
H -0.518 -0.824 0.407
H 2.332 -0.759 0.817
H 1.292 -1.562 -0.325
H 2.403 -0.561 -0.783

***

two) An isolated ion of composition C2H8N3 and charge +1. Source: OMol25; level of theory: wB97M-V/def2-TZVPD.

HOMO-LUMO gap   11.8 eV
Structure (SMILES)   CNC(N)=[NH2+]
2S+1   1
Net charge   +1
LUMO energy   -3.8851 eV
HOMO   -15.7 eV

Cartesian coordinates (Å):
C 0.567 1.846 0.377
N 0.013 0.560 0.760
C -0.087 -0.480 -0.069
N -0.892 -1.547 0.281
N 0.404 -0.354 -1.283
H -0.054 2.464 -0.273
H 0.750 2.409 1.279
H 1.546 1.752 -0.079
H -0.750 0.753 1.395
H -0.423 -2.359 0.665
H -1.616 -1.257 0.928
H 0.474 0.583 -1.653
H 0.239 -1.023 -2.023

***

three) An isolated ion of composition C2H8N3 and charge +1. Source: OMol25; level of theory: wB97M-V/def2-TZVPD.

HOMO-LUMO gap   12.0 eV
Structure (SMILES)   CNC(N)=[NH2+]
2S+1   1
Net charge   +1
LUMO energy   -3.2286 eV
HOMO   -15.2 eV

Cartesian coordinates (Å):
C -0.177 -1.494 -1.166
N 0.312 -0.701 -0.024
C 0.141 0.531 0.409
N -0.052 0.740 1.723
N -0.039 1.548 -0.455
H 0.571 -2.250 -1.374
H -1.126 -1.905 -0.902
H -0.302 -0.848 -2.032
H 0.649 -1.312 0.699
H -0.474 0.045 2.316
H 0.252 1.625 2.093
H -0.333 2.419 -0.040
H 0.577 1.602 -1.246

***

four) An isolated ion of composition C2H8N3 and charge +1. Source: OMol25; level of theory: wB97M-V/def2-TZVPD.

HOMO-LUMO gap   10.8 eV
Structure (SMILES)   C=[N+](N)CN
2S+1   1
Net charge   +1
LUMO energy   -3.8576 eV
HOMO   -14.6 eV

Cartesian coordinates (Å):
C -0.453 -1.305 1.266
C -0.066 -0.229 -0.993
N -0.239 -0.300 0.583
N 0.818 0.788 -1.333
N -0.179 0.921 1.062
H -0.686 -1.065 2.284
H -0.580 -2.306 0.947
H -1.103 -0.005 -1.380
H 0.089 -1.331 -1.222
H 1.892 0.639 -1.444
H 0.153 1.472 0.336
H 0.572 1.411 -2.085
H -0.219 1.311 1.979

***

Stability verdict: three), ahead by 0.0170 hartree